[1]
Density functional theory data (ωB97M-V/def2-TZVPD) for a molecular structure, C20H31N3O2S.

XYZ file:
```
57
C20H31N3O2S | the OMol25 dataset | ωB97M-V/def2-TZVPD
C 1.928 -0.473 -1.212
C 0.619 0.311 -1.256
C -0.168 0.198 0.047
C -0.451 -1.270 0.384
N -1.393 -1.453 1.487
C -2.696 -2.031 1.200
C -0.900 -1.315 2.758
O 0.235 -0.914 2.942
C -1.843 -1.647 3.904
C -1.125 -1.794 5.239
C -2.056 -1.492 6.416
C -1.300 -1.531 7.742
C -0.583 -2.864 7.943
C 0.317 -3.184 6.753
C -0.480 -3.156 5.465
C -0.016 -4.017 4.334
C -1.228 -4.420 5.136
N -1.454 0.896 0.019
C -1.812 2.007 -0.677
O -1.077 2.655 -1.399
C -3.243 2.403 -0.487
C -4.290 1.551 -0.278
S -5.723 2.442 -0.168
N -5.003 3.903 -0.379
C -3.710 3.757 -0.548
C -2.851 4.959 -0.771
H 2.536 -0.237 -2.085
H 2.509 -0.216 -0.323
H 1.773 -1.553 -1.207
H 0.823 1.359 -1.452
H -0.008 -0.039 -2.083
H 0.439 0.612 0.858
H -0.869 -1.764 -0.495
H 0.489 -1.755 0.644
H -3.464 -1.622 1.856
H -2.967 -1.784 0.175
H -2.703 -3.122 1.297
H -2.568 -0.827 3.968
H -2.427 -2.539 3.669
H -0.317 -1.055 5.245
H -2.519 -0.510 6.280
H -2.868 -2.230 6.432
H -0.561 -0.722 7.748
H -1.983 -1.338 8.572
H -0.003 -2.846 8.868
H -1.327 -3.661 8.049
H 1.127 -2.448 6.690
H 0.785 -4.164 6.878
H -0.171 -3.680 3.317
H 0.899 -4.579 4.473
H -1.131 -5.249 5.825
H -2.198 -4.359 4.658
H -2.097 0.606 0.738
H -4.269 0.473 -0.220
H -2.009 4.967 -0.079
H -2.430 4.941 -1.776
H -3.448 5.857 -0.634
```

Results
Kohn-Sham gap	9.70	eV
spin multiplicity	1
energy relative to the best compared isomer or geometry (same formula, charge and spin)	34.2	kJ/mol
highest occupied orbital energy	-9.4	eV

Population analysis type Mulliken, resulting atomic charges in e:
1 C -1.373
2 C -0.489
3 C 0.323
4 C -1.425
5 N 0.491
6 C -1.266
7 C 0.397
8 O -0.667
9 C -1.863
10 C 0.922
11 C -1.002
12 C -0.777
13 C -0.634
14 C -1.287
15 C 0.855
16 C -0.495
17 C -0.832
18 N 0.019
19 C 0.502
20 O -0.654
21 C 0.307
22 C -0.400
23 S 0.004
24 N -0.662
25 C 0.371
26 C -1.091
27 H 0.404
28 H 0.344
29 H 0.318
30 H 0.438
31 H 0.368
32 H 0.130
33 H 0.511
34 H 0.401
35 H 0.437
36 H 0.450
37 H 0.285
38 H 0.447
39 H 0.481
40 H 0.509
41 H 0.420
42 H 0.304
43 H 0.296
44 H 0.412
45 H 0.385
46 H 0.315
47 H 0.324
48 H 0.380
49 H 0.015
50 H 0.283
51 H 0.315
52 H 0.193
53 H 0.142
54 H 0.488
55 H 0.294
56 H 0.259
57 H 0.378

[2]
Density functional theory data (ωB97M-V/def2-TZVPD) for 5 unconnected molecules or ions with the total composition C38H43F5N2O3P.

XYZ file:
```
92
C38H43F5N2O3P | the OMol25 dataset | ωB97M-V/def2-TZVPD
C -3.355 4.596 2.073
C -3.636 4.446 0.747
C -2.602 4.215 -0.375
C -1.347 3.479 0.084
C -0.126 3.896 -0.389
N 1.030 3.309 -0.033
P 2.531 3.997 -0.807
N 3.312 2.695 -1.615
O 2.097 5.026 -2.027
C 1.071 2.283 0.850
C 2.333 1.516 1.345
F 1.983 1.030 2.566
F 3.413 2.275 1.551
C 2.642 0.208 0.476
F 3.824 0.193 -0.121
F 2.645 -0.851 1.303
F 1.631 -0.020 -0.389
C -0.120 1.822 1.354
C -1.361 2.376 0.981
O -2.455 1.820 1.508
C -3.319 1.189 0.522
C -2.566 0.102 -0.287
O -3.462 -0.891 -0.720
C -3.705 -1.865 0.307
C -2.784 -3.089 0.106
H -2.796 5.425 2.524
H -3.721 3.813 2.756
H -4.690 4.454 0.431
H -2.344 5.203 -0.798
H -3.072 3.605 -1.161
H -0.129 4.742 -1.079
H 2.644 1.964 -1.874
H 3.671 3.108 -2.478
H 1.818 4.528 -2.819
H -0.174 0.982 2.045
H -3.836 1.909 -0.127
H -4.102 0.681 1.103
H -2.108 0.551 -1.185
H -1.755 -0.315 0.339
H -3.522 -1.427 1.305
H -4.765 -2.152 0.266
H -2.764 -3.279 -0.978
H -3.159 -3.987 0.614
H -1.764 -2.830 0.422
C 4.444 -0.485 -6.019
C 5.693 -0.325 -5.434
C 5.801 -0.148 -4.061
C 4.660 -0.140 -3.270
C 3.410 -0.305 -3.856
C 3.301 -0.473 -5.230
H 4.361 -0.620 -7.089
H 6.584 -0.337 -6.049
H 6.776 -0.017 -3.607
H 4.742 -0.006 -2.201
H 2.517 -0.303 -3.239
H 2.327 -0.597 -5.686
C -6.926 1.948 1.788
C -6.801 1.076 2.862
C -7.919 0.415 3.352
C -9.159 0.619 2.763
C -9.283 1.488 1.687
C -8.167 2.156 1.202
H -6.054 2.468 1.407
H -5.832 0.913 3.318
H -7.823 -0.260 4.194
H -10.030 0.099 3.142
H -10.250 1.645 1.227
H -8.265 2.838 0.366
C 9.726 1.163 -2.320
C 9.072 0.231 -1.524
C 9.722 -0.935 -1.141
C 11.029 -1.165 -1.547
C 11.684 -0.231 -2.339
C 11.032 0.930 -2.729
H 9.218 2.071 -2.621
H 8.054 0.414 -1.202
H 9.209 -1.664 -0.526
H 11.538 -2.071 -1.245
H 12.705 -0.410 -2.654
H 11.541 1.655 -3.352
C -5.012 -6.723 3.408
C -4.193 -5.602 3.424
C -2.827 -5.742 3.631
C -2.278 -7.005 3.811
C -3.097 -8.126 3.791
C -4.464 -7.985 3.593
H -6.078 -6.614 3.250
H -4.621 -4.618 3.277
H -2.188 -4.867 3.650
H -1.212 -7.115 3.967
H -2.669 -9.111 3.930
H -5.102 -8.859 3.583
```

Results
Kohn-Sham gap	6.54	eV
spin multiplicity	1
total charge	+1
highest occupied orbital energy	-10.8	eV

Population analysis type Mulliken, resulting atomic charges in e:
1 C -0.691
2 C -0.326
3 C -1.284
4 C 0.647
5 C -0.719
6 N 0.137
7 P -0.048
8 N -0.346
9 O -0.543
10 C -0.174
11 C 0.817
12 F -0.295
13 F -0.254
14 C 0.727
15 F -0.210
16 F -0.285
17 F -0.230
18 C 0.289
19 C -0.175
20 O -0.540
21 C 0.033
22 C -0.597
23 O -0.453
24 C -0.141
25 C -1.144
26 H 0.308
27 H 0.230
28 H 0.480
29 H 0.486
30 H 0.414
31 H 0.639
32 H 0.196
33 H 0.374
34 H 0.341
35 H 0.741
36 H 0.134
37 H 0.215
38 H 0.302
39 H 0.337
40 H 0.208
41 H 0.446
42 H 0.322
43 H 0.369
44 H 0.217
45 C -0.353
46 C -0.519
47 C -0.434
48 C -0.169
49 C -0.245
50 C -0.593
51 H 0.374
52 H 0.390
53 H 0.393
54 H 0.429
55 H 0.383
56 H 0.376
57 C 0.155
58 C -0.377
59 C -0.589
60 C -0.422
61 C -0.404
62 C -0.515
63 H 0.240
64 H 0.428
65 H 0.380
66 H 0.370
67 H 0.370
68 H 0.367
69 C -0.455
70 C -0.252
71 C -0.467
72 C -0.339
73 C -0.413
74 C -0.339
75 H 0.362
76 H 0.477
77 H 0.347
78 H 0.362
79 H 0.362
80 H 0.362
81 C -0.415
82 C -0.335
83 C -0.341
84 C -0.367
85 C -0.385
86 C -0.361
87 H 0.358
88 H 0.405
89 H 0.365
90 H 0.356
91 H 0.360
92 H 0.362

[3]
Density functional theory data (ωB97M-V/def2-TZVPD) for 2 unconnected molecules or ions with the total composition C2H6N4O.

XYZ file:
```
13
C2H6N4O | the OMol25 dataset | ωB97M-V/def2-TZVPD
C 0.253 0.999 1.857
C -0.446 -0.422 -2.500
N 1.076 -0.815 2.620
N 1.409 -1.658 2.002
N -0.331 0.512 0.731
N 0.163 0.296 -0.449
O -0.918 -0.093 -1.237
H -0.233 1.082 2.721
H 1.311 1.423 1.748
H 0.332 0.304 -2.938
H -1.394 -0.597 -3.116
H 0.024 -1.314 -2.349
H -1.244 0.284 0.909
```

Results
Kohn-Sham gap (alpha / beta)	7.87 / 7.92	eV
spin multiplicity	1
energy relative to the best compared isomer or geometry (same formula, charge and spin)	537.5	kJ/mol
highest occupied orbital energy (alpha / beta)	-7.0 / -7.2	eV

Population analysis type Mulliken, resulting atomic charges in e:
1 C -0.465
2 C -0.483
3 N 0.112
4 N -0.219
5 N 0.387
6 N -0.675
7 O -0.196
8 H 0.340
9 H 0.288
10 H 0.208
11 H 0.209
12 H 0.295
13 H 0.197

[4]
Density functional theory data (ωB97M-V/def2-TZVPD) for a molecular structure, C26H37GeMnN4OS.

XYZ file:
```
71
C26H37GeMnN4OS | the OMol25 dataset | ωB97M-V/def2-TZVPD
Mn 0.122 -0.699 0.194
C -2.392 -1.077 -3.446
C -1.333 -1.144 -2.535
N -1.449 -0.755 -1.277
C -2.642 -0.280 -0.846
C -3.751 -0.172 -1.681
C -3.599 -0.587 -3.017
C -4.988 0.347 -1.156
C -5.082 0.723 0.134
C -3.951 0.611 1.019
C -4.007 0.977 2.377
C -2.896 0.833 3.165
C -1.724 0.322 2.593
N -1.643 -0.027 1.322
C -2.742 0.114 0.538
H -2.247 -1.407 -4.465
H -0.365 -1.525 -2.841
H -4.441 -0.518 -3.695
H -5.841 0.428 -1.819
H -6.011 1.113 0.528
H -4.930 1.370 2.787
H -2.907 1.103 4.211
H -0.827 0.194 3.187
O 0.080 -2.654 0.301
S 0.483 -3.995 0.935
C -0.486 -5.228 0.046
C -1.787 -5.427 0.817
C -1.385 -5.380 2.289
C -0.516 -4.132 2.443
H 0.129 -6.130 0.032
H -0.578 -4.852 -0.972
H -2.254 -6.371 0.545
H -2.491 -4.626 0.583
H -0.816 -6.273 2.553
H -2.239 -5.331 2.962
H 0.145 -4.130 3.308
H -1.111 -3.216 2.433
N 0.767 1.041 -0.568
C 1.128 2.064 -0.983
N 1.530 3.198 -1.449
C 1.117 3.652 -2.806
C 0.447 5.013 -2.707
C 1.226 5.974 -1.779
C 2.581 5.408 -1.365
C 2.425 4.083 -0.638
H 0.456 2.895 -3.222
H 2.014 3.681 -3.424
H -0.572 4.882 -2.342
H 0.368 5.417 -3.717
H 0.640 6.170 -0.878
H 1.365 6.938 -2.265
H 3.098 6.091 -0.692
H 3.233 5.285 -2.233
H 1.948 4.236 0.331
H 3.381 3.581 -0.492
C 3.399 -1.991 -0.414
Ge 3.319 -0.727 1.071
C 4.309 -1.369 2.601
C 4.020 0.987 0.489
C 1.455 -0.527 1.687
H 4.337 -1.873 -0.957
H 2.588 -1.835 -1.129
H 3.342 -3.020 -0.057
H 5.369 -1.422 2.350
H 3.976 -2.365 2.895
H 4.190 -0.696 3.450
H 5.105 0.909 0.407
H 3.796 1.772 1.214
H 3.632 1.271 -0.490
H 1.294 0.426 2.196
H 1.189 -1.344 2.364
```

Results
Kohn-Sham gap (alpha / beta)	8.54 / 8.61	eV
spin multiplicity	5
energy relative to the best compared isomer or geometry (same formula, charge and spin)	3.9	kJ/mol
total charge	+2
highest occupied orbital energy (alpha / beta)	-14.4 / -14.4	eV

Population analysis type Mulliken, resulting atomic charges in e:
1 Mn 0.254
2 C -0.815
3 C -0.623
4 N 0.437
5 C 0.028
6 C 0.881
7 C -0.642
8 C -0.886
9 C -0.941
10 C 0.911
11 C -0.628
12 C -0.990
13 C -0.150
14 N 0.259
15 C 0.314
16 H 0.468
17 H 0.569
18 H 0.470
19 H 0.456
20 H 0.444
21 H 0.465
22 H 0.452
23 H 0.464
24 O -0.620
25 S 0.267
26 C -0.748
27 C -0.490
28 C -0.730
29 C -0.472
30 H 0.450
31 H 0.384
32 H 0.393
33 H 0.226
34 H 0.330
35 H 0.364
36 H 0.507
37 H 0.115
38 N -0.486
39 C 0.430
40 N 0.149
41 C -0.782
42 C -0.577
43 C -0.582
44 C -1.013
45 C -0.426
46 H 0.478
47 H 0.342
48 H 0.253
49 H 0.359
50 H 0.314
51 H 0.344
52 H 0.435
53 H 0.376
54 H 0.399
55 H 0.337
56 C -1.064
57 Ge 0.566
58 C -1.218
59 C -1.219
60 C -0.926
61 H 0.449
62 H 0.145
63 H 0.313
64 H 0.390
65 H 0.358
66 H 0.388
67 H 0.397
68 H 0.396
69 H 0.317
70 H 0.624
71 H 0.558

[5]
Density functional theory data (ωB97M-V/def2-TZVPD) for 2 unconnected molecules or ions with the total composition CH5OS.

XYZ file:
```
8
CH5OS | the OMol25 dataset | ωB97M-V/def2-TZVPD
O 2.426 0.971 0.383
H 3.140 0.608 -0.182
C -1.266 0.372 0.734
S -0.797 -0.819 -0.656
H -0.563 1.187 0.421
H -2.246 0.931 0.953
H -0.962 -0.044 1.721
H 1.575 0.434 0.118
```

Results
Kohn-Sham gap	6.52	eV
spin multiplicity	1
energy relative to the best compared isomer or geometry (same formula, charge and spin)	68.6	kJ/mol
total charge	-1
highest occupied orbital energy	-2.4	eV

Population analysis type Mulliken, resulting atomic charges in e:
1 O -0.677
2 H 0.288
3 C -0.805
4 S -0.711
5 H 0.135
6 H 0.252
7 H 0.208
8 H 0.309

[6]
Density functional theory data (ωB97M-V/def2-TZVPD) for a molecular structure, C6H4BrN2Se4TaTe.

XYZ file:
```
19
C6H4BrN2Se4TaTe | the OMol25 dataset | ωB97M-V/def2-TZVPD
Ta -0.104 -1.809 -0.600
Se 1.960 -1.741 0.853
Se 2.326 -2.616 -1.280
Te 1.758 -0.705 -2.811
Se -0.581 -1.612 -3.000
Br -2.038 -0.470 0.716
C -0.891 1.015 0.628
C -1.159 2.208 1.236
C -0.158 3.166 1.113
C 1.004 2.842 0.433
C 1.140 1.582 -0.118
N 0.170 0.653 -0.039
H -2.080 2.387 1.776
H -0.292 4.143 1.563
H 1.811 3.555 0.334
H 2.043 1.296 -0.629
Se -2.349 -5.960 0.180
C -1.575 -4.507 -0.072
N -0.985 -3.426 -0.285
```

Results
Kohn-Sham gap	6.75	eV
spin multiplicity	1
energy relative to the best compared isomer or geometry (same formula, charge and spin)	58.5	kJ/mol
total charge	+2
highest occupied orbital energy	-15.3	eV

Population analysis type Mulliken, resulting atomic charges in e:
1 Ta 1.201
2 Se -0.123
3 Se -0.035
4 Te 0.312
5 Se -0.179
6 Br -0.134
7 C 0.939
8 C -0.714
9 C -0.170
10 C -0.857
11 C -0.014
12 N -0.054
13 H 0.423
14 H 0.442
15 H 0.423
16 H 0.355
17 Se 0.200
18 C 0.662
19 N -0.677

| no. | maximum force (eV/Å) | electronic energy (Ha) |
| --- | --- | --- |
| 1 | 0.24 | -1493.6581 |
| 2 | 3.90 | -2649.3548 |
| 3 | 7.27 | -373.9056 |
| 4 | 0.45 | -4932.8640 |
| 5 | 2.28 | -514.5307 |
| 6 | 1.49 | -12844.8088 |